Formula: C3H9N3O
Source: the OMol25 dataset
Level of theory: ωB97M-V/def2-TZVPD

Geometry as XYZ:
```
16
Properties=species:S:1:pos:R:3:forces:R:3:mulliken_charge:R:1
C 0.148946 -0.311990 -1.780769 0.500 -0.737 -0.630 0.2294
H -1.090281 0.181838 -3.429854 0.039 -0.145 -0.077 0.3507
C 0.623337 -0.971460 2.276937 0.585 0.959 1.508 -0.1364
N 1.617972 -0.244711 1.551288 1.611 -0.438 -1.802 -0.4830
H -1.862757 0.432895 -1.844758 -0.006 -0.056 -0.024 0.3056
H 1.558155 -0.427658 0.546455 -0.424 -0.033 0.181 0.2994
N -0.628483 0.927042 1.522680 -0.467 -0.002 -1.608 -0.3674
O -0.002991 -1.162951 -0.936045 -0.174 0.458 -0.058 -0.4803
H -0.514341 1.884436 1.208834 0.008 -0.089 -0.098 0.2644
N 0.554293 0.508633 2.109592 -1.094 -1.424 2.665 -0.2386
H 1.166728 -0.181951 -2.232066 -0.315 0.152 0.241 0.3386
H -0.930946 0.320020 0.754863 0.034 0.251 0.013 0.2180
H 0.029172 -1.760965 1.824488 -0.521 0.841 -0.658 0.2169
H 0.876627 -1.250029 3.294076 0.316 -0.074 -0.020 0.2286
C -0.931643 0.507936 -2.402830 -0.111 0.268 0.336 -1.0602
H -0.613789 1.548912 -2.462891 0.019 0.071 0.030 0.3143
```
Positions in Å, forces in eV/Å.

Calculated values
- E: -359.06865 hartree
- Structure (SMILES): NN1CN1.CC=O
- Kohn-Sham gap: 9.24 eV
- Largest force on an atom: 0.063 hartree/bohr
- ΔE to the lowest compared entry with this formula, charge and spin: 110.3 kcal/mol

Formula: C3H9N3O
Source: the OMol25 dataset
Level of theory: ωB97M-V/def2-TZVPD

Geometry as XYZ:
```
16
Properties=species:S:1:pos:R:3:forces:R:3:mulliken_charge:R:1
H -1.366482 2.695910 -0.108806 0.077 -0.092 0.090 0.3608
C -1.040903 1.909005 0.577787 -0.266 0.200 -0.280 -1.3575
H 0.729512 -1.614740 1.796131 -0.296 0.178 0.182 0.3109
N 0.884222 -2.334504 -0.633063 -0.900 0.140 0.182 -0.5460
H -0.289877 2.335788 1.251814 -0.018 -0.176 -0.128 0.3046
C -0.481368 0.741096 -0.214031 -0.935 -0.510 -0.420 0.6111
O -0.365538 -1.607055 -0.432519 1.463 1.085 1.724 -0.3197
C -0.138626 -0.433308 0.631399 0.986 -2.882 -1.295 0.1956
H -1.898983 1.608991 1.185822 0.130 -0.040 -0.089 0.3510
H -1.178667 0.184681 -0.922002 0.224 1.742 0.656 0.2806
H 0.687178 -3.272867 -0.285849 0.035 0.065 -0.068 0.2482
N 0.390444 -0.648012 1.744417 -0.311 0.307 -1.103 -0.5829
H 1.438236 1.428232 -0.403068 -0.155 -0.032 -0.123 0.2843
N 0.685207 1.132712 -1.025691 -0.006 -0.336 0.324 -0.6899
H 0.914915 -2.428472 -1.651030 0.047 0.041 0.269 0.2590
H 1.030731 0.302545 -1.511309 -0.075 0.309 0.078 0.2901
```
Positions in Å, forces in eV/Å.

Calculated values
- E: -359.11801 hartree
- Structure (SMILES): [H]/N=C(\ON)[C@@H](C)N
- Kohn-Sham gap: 10.48 eV
- Largest force on an atom: 0.064 hartree/bohr
- ΔE to the lowest compared entry with this formula, charge and spin: 79.3 kcal/mol

Formula: C3H9N3O
Source: the OMol25 dataset
Level of theory: ωB97M-V/def2-TZVPD

Geometry as XYZ:
```
16
Properties=species:S:1:pos:R:3:forces:R:3:mulliken_charge:R:1
H 1.589461 1.148086 1.642603 -0.049 -0.001 -0.033 0.2334
O 0.688133 0.583316 -1.389498 -0.064 0.031 0.194 -0.5197
C 0.803334 0.253767 -0.010381 -1.048 -0.228 -0.992 0.8589
H 0.611235 -2.769310 0.740707 0.109 -0.110 0.156 0.2909
H -0.729928 -0.075937 1.378937 -0.004 0.064 -0.057 0.2739
H -1.728164 0.034333 -1.381371 -0.072 -0.003 -0.015 0.2649
H 1.592656 0.580962 -1.727699 -0.076 0.044 0.051 0.3746
N 1.361983 1.357654 0.681835 0.137 0.031 -0.068 -0.6319
N -0.642218 -0.202679 0.375524 -0.027 1.071 0.206 -0.3501
H -0.073411 -2.037072 -0.752020 -0.171 0.467 0.193 0.1594
H 0.845295 2.217359 0.563811 -0.025 -0.052 0.045 0.2171
H -1.818336 1.434740 -0.308335 -0.132 0.002 -0.053 0.2864
C -1.796011 0.340069 -0.340333 0.382 0.229 0.107 -0.8034
N 1.483220 -0.953970 0.281608 -1.007 -0.786 1.153 -0.7500
C 0.526774 -1.856931 0.148044 1.979 -0.789 -0.895 -0.2208
H -2.714023 -0.054385 0.096569 0.066 0.028 0.008 0.3163
```
Positions in Å, forces in eV/Å.

Calculated values
- E: -359.12375 hartree
- Structure (SMILES): C=N[C@@](N)(O)NC
- Kohn-Sham gap: 8.96 eV
- Largest force on an atom: 0.045 hartree/bohr
- ΔE to the lowest compared entry with this formula, charge and spin: 75.7 kcal/mol

Formula: C3H9N3O
Source: the OMol25 dataset
Level of theory: ωB97M-V/def2-TZVPD

Geometry as XYZ:
```
16
Properties=species:S:1:pos:R:3:forces:R:3:mulliken_charge:R:1
H 1.286209 -2.098173 -2.704711 -1.898 0.828 -0.195 0.2935
H 1.727652 -0.072352 -1.413000 -1.197 -1.557 -0.077 0.3026
N 0.168595 -0.620699 -0.154016 0.328 0.543 0.415 -0.1827
C -1.058451 0.892435 1.069797 -0.411 1.076 2.068 -0.5028
H -0.074084 -2.468540 -1.989226 -0.403 -0.153 0.528 0.2469
N -1.162837 2.311452 1.488797 -1.004 -0.398 1.719 -0.6389
O 1.345399 1.130578 0.795038 -0.755 -0.651 -0.017 -0.6277
C 0.313407 0.495346 0.641070 -0.202 0.038 -2.062 0.5594
H -1.793120 2.348773 2.329132 0.531 0.010 -1.305 0.2461
N 0.413707 -1.633781 -2.277975 3.101 -0.712 -1.106 -0.6826
H -0.663303 -1.179271 -0.077729 -0.197 0.275 -0.015 0.2306
H -1.258930 0.158278 1.875927 -0.246 0.397 0.146 0.2775
H -0.305245 2.699756 1.879143 0.307 -0.534 -0.514 0.2647
H -1.833673 0.709686 0.327402 0.390 -0.001 -0.307 0.2779
H 1.786157 -1.653859 -0.636889 1.094 -1.065 -0.030 0.2744
C 1.108516 -1.019630 -1.152758 0.564 1.903 0.751 -0.3388
```
Positions in Å, forces in eV/Å.

Calculated values
- E: -359.19197 hartree
- Structure (SMILES): NCNC(=O)CN
- Kohn-Sham gap: 10.05 eV
- Largest force on an atom: 0.065 hartree/bohr
- ΔE to the lowest compared entry with this formula, charge and spin: 32.9 kcal/mol

Formula: C3H9N3O
Source: the OMol25 dataset
Level of theory: ωB97M-V/def2-TZVPD

Geometry as XYZ:
```
16
Properties=species:S:1:pos:R:3:forces:R:3:mulliken_charge:R:1
C 0.551039 1.615909 -0.139742 -0.094 0.469 1.621 -1.3907
H 0.935306 0.105045 -1.239196 0.336 -0.455 -1.063 0.3881
O -1.150413 0.701813 1.256541 -2.153 -1.510 -1.623 -0.5761
H 0.677242 0.251369 2.814663 -0.813 -0.446 1.330 0.2173
H 1.571459 1.976057 -0.087246 -0.028 0.000 -0.516 0.3801
H -0.169945 2.004902 -0.829352 -0.050 0.234 -0.288 0.3809
N 0.670622 -0.865904 -1.501952 -2.157 0.029 -1.458 -0.7693
H 0.287737 -0.987965 -2.493053 1.666 0.612 1.295 0.2620
H -1.540982 0.244765 0.385484 1.595 1.375 2.283 0.4717
C 0.106304 1.017753 0.998118 1.910 0.216 -0.534 0.8694
H 1.888363 1.088843 2.025134 -0.459 -0.272 -0.085 0.1843
N 1.016983 0.568721 1.958480 0.489 1.052 -1.448 -0.4640
H -1.069216 -2.884149 -1.454536 0.110 0.964 0.502 0.2556
H -2.000742 -1.956422 -0.080563 -0.820 -0.407 -0.164 0.2268
C -1.235119 -1.960961 -0.834089 -0.268 -1.165 -0.052 -0.3472
N -0.538639 -0.919776 -0.778690 0.734 -0.696 0.199 -0.0887
```
Positions in Å, forces in eV/Å.

Calculated values
- E: -359.11271 hartree
- Structure (SMILES): C=C(N)O.C=NN
- Kohn-Sham gap: 8.85 eV
- Largest force on an atom: 0.060 hartree/bohr
- ΔE to the lowest compared entry with this formula, charge and spin: 82.7 kcal/mol

Formula: C3H9N3O
Source: the OMol25 dataset
Level of theory: ωB97M-V/def2-TZVPD

Geometry as XYZ:
```
16
Properties=species:S:1:pos:R:3:forces:R:3:mulliken_charge:R:1
C 0.622486 0.115621 -0.660206 -0.734 -0.554 -0.006 0.2983
C -1.016442 -0.510514 -0.677694 0.990 0.108 -0.139 0.0319
H -1.311060 -0.223272 -1.696768 -0.054 -0.084 -0.009 0.3203
H 0.770504 0.623656 1.783905 0.059 0.029 -0.095 0.3157
N 1.441488 -0.787577 0.122979 0.011 0.202 -0.073 -0.7297
O -0.960709 -1.937853 -0.717555 -0.014 0.304 0.066 -0.6407
N -1.599979 0.082260 0.405309 -0.023 -0.212 0.380 -0.7968
H 0.896529 0.230460 -1.710162 0.054 0.100 0.089 0.3582
H 0.123544 2.223383 1.818459 0.052 -0.004 -0.095 0.2570
H -0.009064 2.225276 -0.544239 -0.144 -0.102 0.083 0.3744
H 2.426974 -0.622039 -0.047046 -0.043 -0.060 0.009 0.2090
C 0.328119 1.357053 0.007582 0.358 0.136 0.735 -0.4488
H -1.005528 -2.213364 0.210615 -0.065 0.118 -0.023 0.3672
H 1.227183 -1.743824 -0.140111 -0.048 0.056 -0.009 0.2250
H -2.526575 -0.317411 0.546811 -0.096 0.107 -0.176 0.1527
N 0.592530 1.498145 1.298124 -0.303 -0.142 -0.737 -0.2938
```
Positions in Å, forces in eV/Å.

Calculated values
- E: -359.11564 hartree
- Kohn-Sham gap: 7.79 eV
- Largest force on an atom: 0.020 hartree/bohr
- ΔE to the lowest compared entry with this formula, charge and spin: 80.8 kcal/mol

Formula: C3H9N3O3P
Source: the OMol25 dataset
Level of theory: ωB97M-V/def2-TZVPD

Geometry as XYZ:
```
19
Properties=species:S:1:pos:R:3:forces:R:3:mulliken_charge:R:1
C -1.547053 -1.866357 -0.074394 -2.258 -1.060 -0.704 0.6233
H 1.857183 0.075896 -2.887027 -2.255 -0.309 1.945 0.2906
C 1.056614 0.152500 -1.972527 1.073 -0.933 -0.340 -0.8488
H 0.042742 -0.277110 -2.078820 0.285 0.878 -1.163 0.2674
H -0.007575 -0.241515 2.830961 1.624 -0.843 1.029 0.2419
O -1.991491 -2.519925 0.790657 -0.029 0.138 2.883 -0.5434
H 1.517398 -1.721269 -0.861148 -0.115 -0.933 -0.599 0.2688
C 1.520669 -0.666802 -0.734421 1.945 2.735 1.229 -0.4584
O -1.790709 -0.044004 0.074862 -0.176 0.476 -0.079 -0.5992
N 0.894193 -0.374656 0.596318 -1.472 1.064 -1.183 -0.5409
H 1.090136 1.217072 -1.692768 -0.423 -0.323 -0.096 0.1995
H -1.167409 2.517847 0.105979 -0.158 -0.007 -0.240 0.2309
N -0.535986 2.109951 0.772637 -0.092 -0.241 -0.306 -0.6332
H -1.198976 0.830604 2.993763 -0.384 0.894 0.230 0.2513
H 2.608676 -0.318662 -0.666861 -0.869 -0.878 0.396 0.2999
N -0.839482 0.086799 2.451841 -0.469 -0.238 -1.542 -0.5879
O -1.329027 -1.945682 -1.214975 1.918 0.203 -3.292 -0.4899
P -0.525218 0.376296 0.793512 1.887 -0.177 1.857 0.7852
H 0.345314 2.609019 0.772411 -0.030 -0.444 -0.025 0.2429
```
Positions in Å, forces in eV/Å.

Calculated values
- E: -851.15728 hartree
- Kohn-Sham gap: 8.10 eV
- Largest force on an atom: 0.074 hartree/bohr
- ΔE to the lowest compared entry with this formula, charge and spin: 57.5 kcal/mol
- Total charge: -1

Formula: C3H9N3O3P
Source: the OMol25 dataset
Level of theory: ωB97M-V/def2-TZVPD

Geometry as XYZ:
```
19
Properties=species:S:1:pos:R:3:forces:R:3:mulliken_charge:R:1
N 1.837566 -1.527499 0.922724 -0.393 -0.918 -0.024 -0.5991
N 1.504182 0.487759 -0.434091 -0.321 2.232 0.564 -0.5678
P -1.635050 -0.205453 0.065475 -4.686 -3.343 -1.287 0.8316
C -3.031279 0.972251 -0.314083 -0.933 1.079 -2.164 -1.1204
H -2.850229 1.415565 -1.330742 0.528 -0.377 0.551 0.2948
C 1.193758 1.472591 0.356699 1.052 -2.258 -0.952 0.0358
H -3.010673 1.898697 0.294242 -0.131 -0.874 0.248 0.3308
N 3.217782 -0.952766 -0.893308 0.899 -2.097 1.273 -0.7071
O -0.853014 0.547400 1.024380 2.474 1.988 1.810 -0.6422
O -0.968313 -0.429000 -1.435600 -2.571 -0.023 0.634 -0.5756
H 3.598061 -1.876990 -0.461088 -0.392 1.851 -1.226 0.2135
C 2.235013 -0.675155 -0.123246 -0.462 0.056 0.154 0.4898
H 1.946181 -2.541973 0.715699 0.164 1.361 0.018 0.2289
O -2.043004 -1.589571 0.487743 -0.322 0.605 -0.087 -0.7981
H -4.094535 0.674100 -0.553424 1.005 -0.354 1.105 0.3337
H 0.717060 2.421858 0.067130 -0.007 -0.895 -0.495 0.2388
H 0.919837 -1.426235 1.344339 -0.118 0.679 -0.333 0.3382
H -0.173403 -0.099643 -1.115490 3.966 1.156 -0.597 0.4415
H 1.490057 1.434072 1.382635 0.247 0.129 0.808 0.2329
```
Positions in Å, forces in eV/Å.

Calculated values
- E: -851.15921 hartree
- Kohn-Sham gap: 8.81 eV
- Largest force on an atom: 0.115 hartree/bohr
- ΔE to the lowest compared entry with this formula, charge and spin: 56.3 kcal/mol
- Total charge: -1

Formula: C3H9N3O6
Source: the OMol25 dataset
Level of theory: ωB97M-V/def2-TZVPD

Geometry as XYZ:
```
21
Properties=species:S:1:pos:R:3:forces:R:3:mulliken_charge:R:1
C -25.723060 -24.611730 25.513350 0.345 -0.316 -1.754 -0.6383
H -29.234030 -28.813300 30.067730 -0.077 0.281 -0.262 0.2802
H -29.134210 -29.593650 35.665490 0.008 -0.068 -0.005 0.3021
O -25.649240 -24.431790 27.774890 0.231 0.104 -0.107 -0.5015
C -28.860880 -29.251230 29.141940 0.448 -0.251 1.016 -0.6647
N -26.043810 -23.934270 26.739400 -1.173 1.154 1.229 0.8217
O -30.113070 -29.348070 27.186770 0.293 -0.443 1.013 -0.5079
H -30.428350 -28.645580 35.063950 -0.425 -0.055 0.238 0.2824
H -28.348550 -30.146960 29.493050 0.049 -0.090 -0.379 0.2736
N -30.041790 -29.673490 28.368850 -1.629 0.191 -0.523 0.8171
O -31.617760 -31.298070 35.033360 0.310 0.017 -0.378 -0.5131
N -30.599220 -30.695500 34.743300 -1.023 0.095 1.633 0.8548
H -24.658610 -24.837820 25.450770 -0.241 -0.394 0.446 0.2688
O -30.938190 -30.255650 28.987190 1.325 0.524 -0.738 -0.5002
H -25.950600 -23.987900 24.648970 -0.258 0.099 0.336 0.2947
H -26.389720 -25.474090 25.515680 0.440 -0.220 -0.179 0.2599
O -26.803110 -22.973180 26.674290 0.646 -0.437 0.027 -0.5051
C -30.222900 -29.555200 35.628300 1.610 0.637 -0.252 -0.7085
H -30.564780 -29.547240 36.663270 -0.717 -0.394 -0.547 0.2923
H -28.192100 -28.587670 28.593740 -0.408 -0.208 -0.119 0.3014
O -29.859540 -30.923660 33.826640 0.246 -0.225 -0.692 -0.5096
```
Positions in Å, forces in eV/Å.

Calculated values
- E: -735.10426 hartree
- Structure (SMILES): C[N+](=O)[O-].C[N+](=O)[O-].C[N+](=O)[O-]
- Kohn-Sham gap: 11.12 eV
- Largest force on an atom: 0.040 hartree/bohr
- ΔE to the lowest compared entry with this formula, charge and spin: 14.0 kcal/mol

Formula: C3H9N3S
Source: the OMol25 dataset
Level of theory: ωB97M-V/def2-TZVPD

Geometry as XYZ:
```
16
Properties=species:S:1:pos:R:3:forces:R:3:mulliken_charge:R:1
H 0.827628 0.413830 -2.878481 -0.235 -0.127 -0.008 0.2330
H -2.103022 -0.810790 0.705672 0.862 -0.010 -0.557 0.3199
H -0.046411 -2.125982 1.333081 0.230 -0.030 0.682 0.2923
H -0.785496 0.538147 -2.410756 0.376 -0.182 0.122 0.2376
C -0.457654 -2.193536 0.347758 0.919 0.337 -1.339 -0.9819
H 2.335786 0.932575 -1.336163 0.513 0.114 -0.565 0.1962
H 1.012804 0.272067 1.899146 -0.086 0.023 -0.042 0.1258
S -0.140341 0.915391 1.613548 0.062 -0.018 -0.055 -0.1913
N 1.752784 0.769273 -0.540716 -0.609 -0.171 0.322 -0.6487
N -0.448117 0.309648 0.049794 0.053 -0.184 0.416 -0.1173
N 0.132575 0.154094 -2.188667 0.091 0.333 -0.316 -0.4567
H -1.076418 -3.074181 0.270326 -0.288 -0.234 0.045 0.3820
H 0.394070 -2.323459 -0.372898 -0.678 0.103 0.600 0.2526
C -1.234476 -0.934667 0.004617 -1.169 0.061 0.499 -0.4810
H -1.671645 -1.009253 -0.986868 0.009 -0.117 -0.125 0.3137
C 0.575042 0.446485 -0.899495 -0.049 0.103 0.320 0.5239
```
Positions in Å, forces in eV/Å.

Calculated values
- E: -682.14759 hartree
- Structure (SMILES): [H]/N=C(\N)N(S)CC
- Kohn-Sham gap: 9.73 eV
- Largest force on an atom: 0.032 hartree/bohr
- ΔE to the lowest compared entry with this formula, charge and spin: 11.5 kcal/mol